1.
Entry from the Open Molecules 2025 dataset: 2 unconnected molecules or ions with the total composition C3H6BrN4O2 (the ωB97M-V functional and the def2-TZVPD basis).

The orbital gap (spin up / spin down) comes out at 4.07 / 4.06 eV. As for the spin multiplicity: 1. Its energy above the lowest of the compared OMol25 structures with the same formula, charge and spin is 319.7 kJ/mol. Its net charge is +1.

CARTESIAN COORDINATES (ANGSTROEM)
C1 -1.43746 -0.93019 0.19350
C2 2.33787 0.71953 0.03403
C3 -1.81920 0.45242 -0.08929
N1 -2.62568 -1.61071 0.05334
N2 -3.11370 0.46621 -0.45666
N3 3.36280 1.43922 -0.32115
N4 2.37231 -0.47095 0.54020
O1 -0.37410 -1.40319 0.49889
O2 -3.66540 -0.79193 -0.37175
Br1 -0.75722 1.94860 -0.03307
H1 -2.80612 -2.60303 0.00020
H2 -3.77109 1.23125 -0.55133
H3 3.22721 2.35203 -0.72475
H4 4.33160 1.13741 -0.21586
H5 1.50054 -0.95526 0.72964
H6 3.23762 -0.98142 0.71404

***

2.
Entry from the Open Molecules 2025 dataset: C3H6BrNO2 in the gas phase (the ωB97M-V functional and the def2-TZVPD basis).

The orbital gap (spin up / spin down) comes out at 5.13 / 5.28 eV. As for the spin multiplicity: 3. The expectation value of S² is 2.013. Its energy above the lowest of the compared OMol25 structures with the same formula, charge and spin is 449.5 kJ/mol.

CARTESIAN COORDINATES (ANGSTROEM)
C1 0.48001 -0.57717 0.14749
C2 -0.32935 1.80978 -0.02833
C3 -0.66743 0.46458 0.58799
N1 1.43257 -0.22160 -0.57944
O1 0.69801 -2.82482 -0.11237
O2 0.00455 -1.78726 0.53687
Br1 -2.34221 -0.21248 -0.12138
H1 -0.01365 1.77597 -1.01199
H2 0.36459 2.45654 0.65198
H3 -1.34547 2.40534 0.00727
H4 -0.72029 0.49044 1.63772
H5 2.29959 -0.77026 -0.76735
H6 0.13907 -3.00907 -0.94845

***

3.
Entry from the Open Molecules 2025 dataset: 2 unconnected molecules or ions with the total composition C3H6BrNO3 (the ωB97M-V functional and the def2-TZVPD basis).

The orbital gap comes out at 9.45 eV. As for the spin multiplicity: 1. Its energy above the lowest of the compared OMol25 structures with the same formula, charge and spin is 233.4 kJ/mol.

CARTESIAN COORDINATES (ANGSTROEM)
C1 0.02682 0.42982 1.46943
C2 0.05761 0.08806 -1.41961
C3 1.06245 0.42173 -0.34658
N1 1.52257 1.72937 -0.22408
O1 2.38967 1.97343 0.60832
O2 0.89611 2.52122 -0.90244
O3 -0.66197 -1.08943 -1.10849
Br1 2.56463 -0.82671 0.02589
H1 -0.62641 -0.49892 1.39769
H2 -0.50888 1.40435 1.34663
H3 0.91649 0.44025 2.10898
H4 -0.69748 0.94577 -1.40921
H5 0.50879 -0.04674 -2.41643
H6 -0.18939 -1.88885 -1.03288

***

4.
Entry from the Open Molecules 2025 dataset: C3H6BrNO4 in the gas phase (the ωB97M-V functional and the def2-TZVPD basis).

The orbital gap comes out at 10.35 eV. As for the spin multiplicity: 1. Its energy above the lowest of the compared OMol25 structures with the same formula, charge and spin is 99.6 kJ/mol. The SMILES is CC(O)(O)[C@H](Br)[N+](=O)[O-].

CARTESIAN COORDINATES (ANGSTROEM)
C1 -1.05909 -1.19465 -0.31792
C2 1.00457 0.14379 -0.69699
C3 -0.53983 0.09347 0.18532
N1 1.65790 1.40173 -0.27229
O1 0.95966 2.38397 -0.41712
O2 2.75730 1.38287 0.19252
O3 -1.60903 1.04346 0.24699
O4 -0.03027 -0.08634 1.52380
Br1 2.09825 -1.41421 -0.13458
H1 -2.22281 -1.33485 -0.19808
H2 -0.97366 -1.44437 -1.32144
H3 -0.74296 -2.12171 0.10872
H4 0.67505 0.00116 -1.67743
H5 -1.23385 1.77063 0.79180
H6 -0.74122 -0.62496 1.98670

***

5.
Entry from the Open Molecules 2025 dataset: C3H6BrO2P in the gas phase (the ωB97M-V functional and the def2-TZVPD basis).

The orbital gap comes out at 9.59 eV. As for the spin multiplicity: 1. Its energy above the lowest of the compared OMol25 structures with the same formula, charge and spin is 50.1 kJ/mol. The SMILES is COC(=O)CPBr.

CARTESIAN COORDINATES (ANGSTROEM)
C1 -0.07645 0.03777 0.20757
C2 -2.14598 -1.29258 0.56501
C3 0.59585 1.02454 -0.75986
O1 0.44342 -0.17767 1.27831
O2 -1.20494 -0.50214 -0.25462
P1 2.38107 1.20750 0.14400
Br1 3.25601 -0.69427 -0.14725
H1 -1.54739 -1.37417 1.50931
H2 -2.48010 -2.27808 0.17882
H3 -3.00865 -0.66335 0.84991
H4 0.77093 0.74759 -1.89558
H5 0.00316 2.01421 -0.80665
H6 3.01306 1.95064 -0.86897

***

6.
Entry from the Open Molecules 2025 dataset: C3H6BrO2P in the gas phase (the ωB97M-V functional and the def2-TZVPD basis).

The orbital gap comes out at 9.22 eV. As for the spin multiplicity: 1. Its energy above the lowest of the compared OMol25 structures with the same formula, charge and spin is 33.5 kJ/mol. The SMILES is COC(=O)P(C)Br.

CARTESIAN COORDINATES (ANGSTROEM)
C1 0.21226 0.28070 -0.24008
C2 -1.09275 1.32857 -1.99756
C3 0.98937 -0.94770 2.07978
O1 0.43855 1.34408 0.35092
O2 -0.49758 0.15065 -1.39810
P1 1.05401 -1.32587 0.19542
Br1 -0.67601 -3.00175 0.06939
H1 -0.16338 1.67575 -2.46230
H2 -1.35711 2.15330 -1.38257
H3 -1.97654 1.10925 -2.49737
H4 0.04780 -0.90703 2.51604
H5 1.60866 -0.08489 2.18238
H6 1.41273 -1.77506 2.58405

***

7.
Entry from the Open Molecules 2025 dataset: a molecular structure, C3H6CaN2O2S3 (the ωB97M-V functional and the def2-TZVPD basis).

The orbital gap comes out at 5.87 eV. As for the spin multiplicity: 1. Its energy above the lowest of the compared OMol25 structures with the same formula, charge and spin is 0.0 kJ/mol.

CARTESIAN COORDINATES (ANGSTROEM)
Ca1 -0.98355 1.06122 0.99521
C1 -0.74546 -3.05128 -1.60424
O1 0.45260 -2.24238 -1.53354
C2 0.36386 -1.14381 -0.82944
O2 -0.65585 -0.76867 -0.23920
N1 1.52122 -0.41181 -0.79074
N2 1.54309 0.79300 -0.06174
H1 -0.46309 -3.89802 -2.22037
H2 -1.54598 -2.47890 -2.06626
H3 -1.03012 -3.37049 -0.60475
H4 2.34638 -0.72862 -1.27525
H5 1.77190 1.56533 -0.68143
H6 2.24767 0.73962 0.66871
S1 -1.42496 4.85878 3.48027
C3 -1.20601 3.50975 2.57729
S2 -0.64907 2.00047 3.36729
S3 -1.54261 3.56581 0.81820

***

8.
Entry from the Open Molecules 2025 dataset: a gas-phase ion, C3H6Cl2N5 (charge +1) (the ωB97M-V functional and the def2-TZVPD basis).

The orbital gap (spin up / spin down) comes out at 8.89 / 5.48 eV. As for the spin multiplicity: 1. Its energy above the lowest of the compared OMol25 structures with the same formula, charge and spin is 280.6 kJ/mol. Its net charge is +1.

CARTESIAN COORDINATES (ANGSTROEM)
C1 1.41782 -0.49168 -0.78812
C2 -1.11429 -0.24417 0.05988
C3 -0.29428 1.66552 1.33990
N1 1.88763 -0.47004 -2.02280
N2 -0.04097 -0.52292 -0.76605
N3 -1.15217 0.66021 1.08943
N4 1.94851 -0.32189 0.39984
N5 -2.33073 -0.83054 -0.15617
Cl1 1.08070 2.03365 0.50883
Cl2 3.58400 -0.51281 0.64464
H1 -0.20695 2.31028 2.16149
H2 2.96295 -0.51640 -2.11302
H3 -0.28563 -1.00529 -1.64236
H4 -1.97612 0.48806 1.65343
H5 -2.36523 -1.82950 -0.59103
H6 -3.11525 -0.41247 0.22210